Computed, not measured: a molecular structure, C12H10InN2O16S3, with wB97M-V/def2-TZVPD.

```
44
Properties=species:S:1:pos:R:3:nbo_charge:R:1
In 0.56 -3.04 -0.48 0.858
S 3.28 -5.26 -0.97 2.601
S -1.64 -2.03 2.24 2.589
S 2.45 -2.36 2.58 2.558
O 1.15 -0.19 -0.88 -0.323
O -3.06 -2.21 2.23 -1.030
O -1.16 -1.32 1.04 -1.098
O 3.25 -4.19 -0.03 -0.949
O 3.49 -6.47 -0.17 -1.050
O 3.83 -2.76 2.84 -0.923
O 1.65 -3.57 2.30 -0.665
O 2.57 1.29 -1.53 -0.408
O -0.96 -3.30 2.13 -0.880
O 4.26 -5.00 -2.03 -1.034
O -1.57 -1.48 -1.86 -0.301
O 1.80 -1.86 3.80 -0.859
O -3.42 -1.47 -3.00 -0.404
O -1.10 -1.59 3.51 -0.949
O 2.29 -1.58 1.39 -1.041
O 1.95 -5.20 -1.56 -1.116
N 1.78 0.88 -0.68 0.506
N -2.52 -0.91 -2.42 0.516
C 0.85 1.20 1.57 -0.115
C -1.72 1.28 -1.53 -0.168
C -2.57 0.56 -2.38 0.052
C -2.68 3.25 -2.36 -0.182
C 0.48 2.02 2.67 -0.187
C -1.82 2.61 -1.48 -0.222
C 1.45 3.21 0.28 -0.211
C -3.36 2.63 -3.33 -0.253
C 0.98 3.99 1.35 -0.261
C 0.43 3.38 2.48 -0.214
C 1.40 1.79 0.38 0.019
C -3.34 1.26 -3.34 -0.188
H 0.81 0.13 1.72 0.329
H -1.21 0.75 -0.74 0.297
H -4.00 3.12 -4.05 0.202
H 0.13 1.60 3.60 0.242
H 1.01 5.06 1.21 0.196
H -1.17 3.12 -0.78 0.232
H 0.15 3.91 3.37 0.196
H -3.89 0.73 -4.11 0.225
H -2.67 4.33 -2.36 0.189
H 1.86 3.69 -0.60 0.224
```

Summary:
HOMO-LUMO gap (eV): 3.286
Energy above the lowest of the compared OMol25 structures with the same formula, charge and spin (eV): 2.450
LUMO energy (hartree): 0.1590
Total charge: -3
Total energy (hartree): -3160.9110

Computed, not measured: a molecular structure, C12H10N2S, with wB97M-V/def2-TZVPD.

```
25
Properties=species:S:1:pos:R:3:nbo_charge:R:1
S -2.39 0.54 -0.05 0.471
N -2.47 -1.80 2.90 -0.529
N 3.98 0.31 -1.93 -0.779
C -0.64 0.80 0.69 -0.346
C 1.13 -0.07 0.13 -0.030
C -3.06 -1.05 0.72 -0.336
C 0.52 1.16 -0.18 -0.031
C 2.26 -0.46 -0.47 -0.225
C -0.14 -0.62 0.85 0.031
C -0.75 -1.72 1.32 -0.228
C 2.16 1.77 -1.65 -0.302
C 0.94 2.10 -1.03 -0.179
C -2.15 -1.57 1.72 0.193
C 2.80 0.60 -1.40 0.199
C -3.81 0.14 1.10 -0.575
H -0.89 1.38 1.55 0.246
H 4.25 -0.72 -1.97 0.384
H 4.14 0.76 -2.83 0.380
H -0.20 -2.67 1.40 0.240
H 2.76 2.50 -2.22 0.213
H -3.45 -1.75 -0.16 0.240
H 0.36 3.11 -1.14 0.236
H 2.65 -1.50 -0.66 0.216
H -3.43 -1.54 2.91 0.340
H -4.57 0.33 0.41 0.170
```

Summary:
HOMO-LUMO gap (eV): 7.779
Energy above the lowest of the compared OMol25 structures with the same formula, charge and spin (eV): 4.806
LUMO energy (hartree): 0.0015
Total charge: 0
Total energy (hartree): -970.7341

Computed, not measured: C12H10N4O2 in the gas phase, with wB97M-V/def2-TZVPD.

```
28
Properties=species:S:1:pos:R:3:nbo_charge:R:1
O -1.36 -2.52 -3.75 -0.661
O -0.94 2.66 3.44 -0.530
N 2.15 -2.00 -1.94 -0.476
N 0.99 -2.91 -3.70 -0.538
N -0.04 0.94 1.33 -0.381
N -1.96 0.38 0.61 -0.495
C 0.87 1.36 2.36 -0.234
C -1.05 -0.27 -0.18 0.131
C 0.41 2.72 2.84 -0.084
C -0.10 -1.61 -1.93 -0.226
C -1.25 -1.05 -1.28 -0.146
C -0.15 -2.30 -3.12 0.594
C 1.32 -0.53 -0.37 -0.216
C 1.12 -1.41 -1.44 0.173
C -2.00 2.24 2.42 -0.108
C 0.18 0.01 0.29 0.141
C -1.39 1.22 1.45 0.389
C 2.11 -2.72 -3.01 0.260
H -2.83 1.89 3.05 0.233
H 2.28 -0.24 -0.08 0.221
H -2.46 3.03 1.90 0.208
H -2.30 -1.28 -1.67 0.245
H 0.42 3.52 2.02 0.179
H 1.93 1.52 2.01 0.212
H -1.14 -3.20 -4.48 0.507
H 1.27 2.94 3.45 0.207
H 3.07 -2.99 -3.41 0.186
H 0.84 0.62 3.16 0.209
```

Summary:
HOMO-LUMO gap (eV): 7.697
Energy above the lowest of the compared OMol25 structures with the same formula, charge and spin (eV): 2.161
LUMO energy (hartree): -0.0114
Total charge: 0
Total energy (hartree): -832.7288
Structure (SMILES): Oc1ncnc2cc3c(cc12)nc1n3CCOC1

Computed, not measured: a molecular structure, C12H10O2, with wB97M-V/def2-TZVPD.

```
24
Properties=species:S:1:pos:R:3:nbo_charge:R:1
O 2.75 1.03 0.09 -0.512
O -1.56 -1.37 -0.73 -0.524
C -0.34 2.39 -0.70 -0.162
C -3.16 -1.38 -0.45 -0.159
C 3.66 -1.22 0.04 -0.062
C -4.43 0.10 1.42 -0.163
C -3.81 -0.56 0.56 -0.060
C 3.51 0.05 0.74 -0.168
C 1.27 0.94 0.17 0.291
C -1.21 1.06 -0.92 -0.298
C -0.86 -0.23 -0.58 0.283
C 0.85 2.24 0.07 -0.279
C 0.45 -0.22 0.00 -0.313
C 3.51 -2.51 -0.31 -0.277
H 1.55 3.09 -0.02 0.239
H 3.14 -0.22 1.83 0.207
H 4.47 0.68 1.03 0.231
H -5.20 0.29 2.09 0.233
H -3.16 -2.51 -0.36 0.265
H -0.64 3.19 -1.44 0.235
H -3.24 -0.80 -1.30 0.238
H 3.80 -3.87 -0.23 0.316
H -2.28 1.08 -1.32 0.196
H 0.93 -1.26 0.32 0.241
```

Summary:
HOMO-LUMO gap (eV): 8.528
Energy above the lowest of the compared OMol25 structures with the same formula, charge and spin (eV): 11.439
LUMO energy (hartree): 0.0115
Total charge: 0
Total energy (hartree): -613.3173

Computed, not measured: a molecular structure, C12H11B4BrO13, with wB97M-V/def2-TZVPD.

```
41
Properties=species:S:1:pos:R:3:nbo_charge:R:1
Br -1.39 -2.98 1.44 -0.115
O -0.50 1.16 0.22 -0.864
O -8.34 -1.51 2.86 -0.538
O -0.40 -1.09 -0.44 -0.890
O 7.78 4.34 -3.04 -0.628
O 2.85 -0.63 -0.42 -0.919
O -5.09 -3.05 -1.01 -0.543
O 4.39 1.17 -2.37 -0.524
O -2.31 -0.33 0.67 -0.898
O 8.59 3.84 -0.59 -0.540
O 2.31 0.41 1.61 -0.853
O -5.88 -0.57 2.89 -0.625
O -7.57 -3.93 -1.09 -0.626
O 5.18 0.73 0.16 -0.665
C 5.84 1.60 -0.58 0.330
C 5.35 1.81 -1.99 0.472
C -5.81 -2.66 -0.11 0.474
C -6.21 -1.39 1.90 0.322
C -7.23 -3.13 -0.09 0.324
C 7.61 3.21 -0.94 0.473
C -5.36 -1.76 0.94 -0.386
C 7.10 3.44 -2.34 0.318
C 6.05 2.78 -2.82 -0.387
C 6.90 2.26 -0.10 -0.390
C -7.63 -1.88 1.94 0.475
C -8.08 -2.76 0.88 -0.391
B 1.93 -0.06 0.42 0.817
B 0.28 0.03 0.03 0.853
B -1.41 -1.32 0.45 0.976
B -1.63 0.86 0.92 0.989
H -9.11 -3.10 0.90 0.244
H -4.34 -1.41 0.90 0.252
H 4.44 0.34 -0.35 0.529
H 7.27 2.12 0.91 0.242
H 5.67 2.93 -3.83 0.244
H -2.03 1.54 1.80 -0.093
H 8.50 4.65 -2.45 0.507
H -6.68 -0.48 3.44 0.507
H 2.47 -1.43 -0.82 0.520
H 3.26 0.26 1.74 0.501
H -6.77 -4.03 -1.63 0.508
```

Summary:
HOMO-LUMO gap (eV): 8.239
Energy above the lowest of the compared OMol25 structures with the same formula, charge and spin (eV): 0.000
LUMO energy (hartree): -0.0515
Total charge: 0
Total energy (hartree): -4115.8009

Computed, not measured: a molecular structure, C12H11CaF7O3, with wB97M-V/def2-TZVPD.

```
34
Properties=species:S:1:pos:R:3:nbo_charge:R:1
Ca 2.55 -0.59 -3.71 1.944
F -3.81 -1.74 0.10 -0.271
F -0.39 -1.41 -0.82 -0.379
F -2.49 -2.79 1.62 -0.289
F -1.07 -4.16 -0.40 -0.312
F -2.39 -3.09 -2.04 -0.308
F -0.59 -1.25 1.45 -0.311
F -3.34 -4.39 -0.38 -0.287
O -1.68 4.05 0.63 -0.460
O -2.99 2.53 -0.63 -0.464
O -3.87 0.66 -1.49 -0.460
C 0.14 1.68 1.53 -0.477
C -1.35 -1.12 0.23 0.652
C -2.98 1.08 -0.74 0.751
C -2.29 -3.48 -0.69 0.937
C -1.93 2.90 0.23 0.736
C 1.42 1.81 0.57 -0.413
C -2.51 -2.22 0.30 0.570
C -1.81 0.38 0.07 -0.226
C 3.59 0.27 0.96 -0.620
C 2.14 0.41 0.23 -0.203
C 2.42 0.22 -1.37 -0.739
C -1.17 1.55 0.62 0.065
H 0.24 0.87 2.33 0.268
H 3.11 -0.73 -1.46 0.182
H 3.45 0.15 2.08 0.272
H 4.03 -0.73 0.57 0.203
H 4.31 1.10 0.65 0.231
H 2.20 2.48 1.09 0.260
H 2.96 1.13 -1.84 0.242
H 0.04 2.68 2.09 0.284
H 1.08 2.32 -0.40 0.211
H 1.42 -0.08 -1.92 0.154
H 1.55 -0.52 0.54 0.258
```

Summary:
HOMO-LUMO gap (eV): 5.309
Energy above the lowest of the compared OMol25 structures with the same formula, charge and spin (eV): 0.000
LUMO energy (hartree): -0.3886
Total charge: +2
Total energy (hartree): -2065.4688